No. 1
ORCA calculation (ωB97M-V with the def2-TZVPD basis set) on a 13-piece molecular cluster, C57H71F40N3O15 overall.

XYZ file:
```
186
Properties=species:S:1:pos:R:3:forces:R:3
C -2.60313 0.41237 -6.40521 0.774 -0.969 0.721
C -2.40127 -0.81289 -7.28256 2.309 1.480 -1.623
C -1.26472 -0.56756 -8.34134 -0.658 0.232 -1.398
F -0.10960 -0.20461 -7.86389 2.168 1.397 2.658
F -0.90256 -1.63326 -9.07288 -1.319 -1.431 -0.478
F -2.13354 -1.87645 -6.54020 0.090 -0.686 0.832
F -3.47142 -1.04135 -8.02145 -1.635 -0.441 -0.590
O -2.78938 1.59230 -7.13724 -0.655 0.213 -0.570
C -3.89167 2.35805 -6.84568 2.211 -0.359 -1.674
C -3.55299 3.77708 -7.45178 -1.856 -0.346 1.387
F -2.41049 4.19927 -6.91974 0.641 0.265 0.608
F -3.42270 3.79681 -8.75979 0.084 -0.667 -1.287
F -4.99277 1.81502 -7.35414 -0.762 0.121 -0.442
F -4.06571 2.40045 -5.53550 -0.317 0.747 1.236
H -1.67857 0.58900 -5.85557 -0.081 -0.436 0.396
H -3.40872 0.09511 -5.74304 -0.180 0.574 0.176
H -1.53301 0.23557 -9.02771 -0.839 -0.065 -0.072
H -4.38412 4.43296 -7.19266 0.045 0.341 0.226
C 0.68308 0.17930 0.42516 0.275 -0.500 -0.002
C 1.78293 1.28571 0.35752 -1.499 -1.597 1.921
C 2.42905 1.41098 1.75956 0.715 -2.818 -0.978
F 3.19707 2.45684 1.85965 1.635 3.032 -0.333
F 1.51812 1.50940 2.68604 -2.336 0.460 1.817
F 2.71755 1.03032 -0.51760 1.955 -1.201 -1.405
F 1.29632 2.43990 -0.03512 -1.260 2.110 -0.031
O -0.02049 0.16265 -0.78317 -1.408 -0.099 -2.797
C -1.36038 -0.31558 -0.82969 2.645 1.303 1.480
C -1.87176 -0.37302 -2.28822 1.866 -2.449 -2.318
F -3.12508 -0.77854 -2.57379 -0.846 0.822 1.465
F -1.61082 0.71566 -3.02437 -0.233 1.289 0.716
F -1.38602 -1.49967 -0.20494 -0.547 -0.471 -0.622
F -2.01970 0.53079 -0.05077 -1.850 0.706 0.506
H 0.00632 0.30799 1.26987 0.203 0.245 0.151
H 1.17288 -0.79173 0.49791 0.264 0.037 0.521
H 3.06216 0.57292 2.05099 -0.080 -0.623 -0.597
H -1.31387 -1.15941 -2.79661 0.798 -0.216 0.560
C -6.00982 -4.57584 -2.93237 -1.284 -0.570 0.061
C -4.82413 -3.76067 -3.36802 0.769 -2.133 1.681
C -3.63512 -4.71303 -3.73739 -0.860 0.744 -1.122
F -2.48282 -4.09116 -3.95109 1.101 1.398 0.111
F -3.40664 -5.57989 -2.74480 -0.473 -0.537 0.329
F -5.11376 -2.92186 -4.32966 -0.173 0.763 -1.972
F -4.53784 -2.99328 -2.29695 0.736 0.348 0.887
O -6.31516 -5.60372 -3.86900 -1.788 -0.621 -1.542
C -7.67120 -5.60694 -4.37932 2.293 0.303 1.800
C -7.74465 -6.67428 -5.49083 1.815 0.696 -2.090
F -7.42269 -7.92736 -5.07666 -0.777 0.902 0.275
F -8.87625 -6.63205 -6.20846 -1.728 -0.462 0.977
F -8.53313 -5.86617 -3.39735 -0.262 -0.195 0.186
F -7.91403 -4.33995 -4.77207 -0.499 -0.502 -0.876
H -6.83358 -3.86814 -2.83917 -0.049 -0.072 0.244
H -5.85044 -5.10217 -1.99126 0.307 0.487 0.156
H -3.86549 -5.16234 -4.70339 -0.385 -0.739 0.288
H -7.08325 -6.38852 -6.30875 1.207 0.021 0.673
C 2.95204 -3.24970 -2.94878 -0.018 -0.319 -0.141
C 1.72467 -3.62143 -3.86694 2.030 -0.744 -0.264
C 1.95489 -3.08769 -5.32096 0.082 2.541 1.276
F 3.10037 -3.48714 -5.88968 0.264 -1.049 -0.036
F 0.92693 -3.23871 -6.15844 -0.370 -0.982 -0.013
F 1.59527 -4.95409 -3.86489 0.030 -0.974 -0.108
F 0.57995 -3.14205 -3.41662 -0.991 0.946 0.467
O 2.81322 -3.86323 -1.63254 -1.290 0.875 0.688
C 3.51414 -3.31741 -0.55828 0.432 -1.138 -3.145
C 3.42015 -4.22813 0.65145 -2.821 -1.029 1.199
F 3.62497 -5.53179 0.41250 0.781 -0.390 -1.175
F 4.24345 -3.89247 1.63289 1.163 1.050 0.446
F 4.77572 -3.30276 -0.99423 1.855 0.533 0.355
F 3.20625 -2.03492 -0.28379 -0.447 -0.089 0.345
H 3.10064 -2.16987 -2.94750 -0.391 0.119 0.446
H 3.85465 -3.65743 -3.40391 -0.138 -0.215 -0.133
H 2.06132 -2.01283 -5.17444 -0.054 0.315 -0.003
H 2.40968 -4.23875 1.06003 -0.300 0.788 -0.130
C 0.02836 2.10222 6.80353 1.232 -0.987 -1.066
C 0.02502 1.72011 8.28924 -1.278 0.981 -1.323
C 1.10363 2.47541 9.07733 -1.825 2.182 0.373
F 0.97439 2.34909 10.41339 0.082 -0.502 -0.210
F 2.33453 2.22237 8.69152 1.723 -1.631 -0.459
F -1.24499 2.07671 8.67341 0.699 0.040 0.969
F 0.11454 0.39474 8.38469 0.381 -0.581 0.164
O -0.10419 3.50261 6.60966 -0.216 1.596 -0.985
C -0.60829 3.99819 5.34541 2.012 -1.377 3.142
C -0.50268 5.55918 5.29560 -2.777 -1.210 1.569
F 0.66329 6.08186 5.51529 2.829 0.197 0.772
F -0.86010 5.96396 4.10274 -0.861 0.218 -2.030
F 0.12873 3.45886 4.36913 -0.179 -0.165 -0.697
F -1.85755 3.57693 5.29349 -0.710 0.361 -1.014
H -0.67250 1.46382 6.26562 -0.768 0.379 0.264
H 0.96557 1.75177 6.37119 0.503 0.239 0.068
H 1.00927 3.52742 8.80814 -0.761 0.268 0.334
H -1.19921 5.94096 6.04205 -0.181 0.049 0.117
O 5.06798 0.87481 4.10332 0.010 0.239 -0.307
C 6.21489 0.51126 4.18912 -0.157 -1.219 0.823
O 7.24278 1.35968 4.08619 0.252 0.856 -0.142
C 8.50709 0.70428 4.30115 0.730 -1.353 0.129
C 8.14369 -0.59419 5.02109 -0.074 -0.353 -0.626
C 6.74147 -0.90004 4.48395 0.491 0.775 0.296
H 9.24620 1.26792 4.87046 -0.664 0.640 0.064
H 8.99055 0.46481 3.35404 -0.346 0.181 -0.260
H 8.11659 -0.46629 6.10322 0.123 -0.048 -0.036
H 8.80386 -1.40969 4.72575 0.247 0.181 0.364
H 6.19702 -1.47214 5.23520 -0.517 0.220 -0.443
H 6.80936 -1.42745 3.53246 -0.132 -0.156 -0.016
O 5.56294 6.91622 5.14159 0.120 0.987 0.018
C 4.88390 5.96091 4.81948 -0.061 -2.687 -0.278
O 5.22967 4.73906 5.11759 2.153 2.460 1.755
C 4.32837 3.81963 4.63855 -2.312 -2.597 -2.014
C 3.08481 4.58499 4.36572 -0.938 -1.070 0.359
C 3.59430 5.92488 3.96982 -0.387 1.579 -0.116
H 4.02934 2.98796 5.27652 1.174 0.152 0.556
H 4.69307 3.39499 3.70325 0.460 -0.099 0.202
H 2.45544 4.56026 5.25531 -0.030 0.490 -0.104
H 2.57708 4.02225 3.58237 -0.377 0.544 -0.227
H 2.97180 6.79408 4.18213 -0.017 -0.091 -0.075
H 3.90277 5.94614 2.92459 0.310 0.190 -0.077
O 8.19398 -0.88460 1.28639 -0.741 1.771 -0.392
C 7.64463 0.14654 0.91347 0.814 -3.212 0.757
O 8.32855 1.25200 0.62992 0.218 0.432 0.674
C 7.41311 2.32450 0.42070 0.208 0.787 -1.350
C 6.05052 1.81722 0.78855 -1.051 0.378 0.083
C 6.17487 0.31132 0.61538 0.361 0.476 0.038
H 7.45263 2.56392 -0.64195 -0.016 -0.103 -0.214
H 7.72140 3.25418 0.89899 0.211 -0.365 0.531
H 5.29750 2.29744 0.16369 -0.074 -0.155 -0.024
H 5.80384 2.06678 1.82052 0.055 -0.156 0.102
H 6.10622 -0.01955 -0.42091 -0.330 0.115 -0.190
H 5.50344 -0.30315 1.21514 0.288 0.026 0.056
O 0.78488 -2.68123 2.34501 0.233 0.104 0.695
C 1.09690 -2.33285 3.46436 -1.008 -0.611 -1.709
O 2.08029 -1.46086 3.64332 1.357 0.655 -0.729
C 2.24398 -1.04326 4.98543 -0.807 -0.016 0.575
C 1.35649 -1.96334 5.78224 -0.570 -0.956 1.165
C 0.50652 -2.75174 4.75664 -0.034 0.210 1.584
H 1.82731 -0.03862 5.05742 0.532 0.274 -0.100
H 3.26522 -1.11944 5.35874 0.102 0.325 -0.684
H 0.76125 -1.38529 6.48910 -0.189 -0.124 -0.100
H 1.94676 -2.63921 6.40101 0.042 -0.073 -0.106
H -0.55180 -2.52892 4.89234 0.005 0.304 -0.614
H 0.54779 -3.83265 4.89090 0.338 0.015 -0.160
O -5.00295 -6.71663 0.74625 2.324 2.557 -0.564
C -4.12349 -5.85184 0.64106 -1.959 -1.935 0.806
O -4.33998 -4.54502 1.00841 -0.577 -1.078 -0.490
C -3.14076 -3.80797 0.96705 0.632 1.246 0.466
C -2.14405 -4.60287 0.17457 0.381 -0.616 -1.015
C -2.65674 -6.03204 0.27148 -0.114 0.287 0.307
H -2.83020 -3.58750 1.98835 0.140 -0.300 0.210
H -3.28441 -2.82564 0.51705 -0.492 -0.136 -0.120
H -1.10022 -4.51213 0.47505 -0.162 0.214 0.162
H -2.21542 -4.32679 -0.87747 0.137 0.269 -0.012
H -2.17690 -6.52164 1.11892 -0.113 -0.377 -0.045
H -2.50431 -6.60489 -0.64323 -0.181 -0.102 0.275
C -7.33249 1.76149 -1.55685 0.059 -1.072 -0.492
C -6.72135 1.10757 -2.83204 -0.942 1.127 0.130
C -6.27251 -0.33167 -2.69225 0.291 -0.119 -0.003
C -7.30872 -1.22992 -2.18502 -0.194 0.173 0.167
N -8.13765 -1.91017 -1.77298 0.085 -0.020 -0.073
H -8.31184 1.33595 -1.33804 -0.215 0.101 -0.310
H -7.43462 2.83782 -1.69536 0.135 -0.091 0.263
H -6.77670 1.47279 -0.66474 0.457 0.493 0.021
H -5.92440 1.74297 -3.21835 0.452 -0.258 0.247
H -7.45809 1.18510 -3.63161 -0.252 -0.199 0.002
H -5.41012 -0.39824 -2.02896 -0.029 -0.097 0.043
H -5.96239 -0.73057 -3.65807 0.108 0.052 -0.012
C 0.27944 3.87725 -5.39811 0.519 -0.562 -0.214
C 1.47019 3.93704 -4.43617 -0.599 0.009 -1.116
C 1.43836 2.86588 -3.36666 0.442 -0.574 0.662
C 1.48234 1.42150 -3.77163 -0.459 -0.323 -0.551
N 1.46719 0.29760 -4.06198 0.173 1.476 0.421
H 0.26392 4.78101 -6.00726 -0.249 -0.081 0.023
H -0.67369 3.72002 -4.89321 -0.012 0.270 0.091
H 0.42153 3.02646 -6.06450 -0.174 -0.031 -0.178
H 1.43595 4.94654 -4.02648 0.358 -0.223 0.642
H 2.38548 3.84709 -5.02119 0.095 0.095 0.043
H 0.56820 3.01336 -2.72699 -0.115 -0.247 0.022
H 2.31107 2.98969 -2.72546 0.027 0.013 0.190
C -1.23489 3.41274 1.28970 -0.350 0.648 0.229
C -2.57913 3.60224 2.03009 0.617 -0.172 0.007
C -3.26795 2.32109 2.51819 -0.374 -0.174 -1.137
C -2.45380 1.33539 3.19430 -0.388 0.966 -0.375
N -1.78878 0.55941 3.69318 1.000 -1.001 0.757
H -0.52699 2.89480 1.93678 -0.005 -0.337 -0.333
H -0.80000 4.39465 1.10307 -0.001 0.261 0.265
H -1.29936 3.02163 0.27433 -0.181 -0.666 0.320
H -3.30194 4.04283 1.34342 0.052 0.424 0.259
H -2.37727 4.24659 2.88576 -0.303 0.228 -0.169
H -3.59460 1.84446 1.59395 -0.191 -0.383 0.009
H -4.18389 2.49783 3.08205 0.152 0.213 0.156
```
Positions in Å, forces in eV/Å.

Output
Multiplicity: 2
Gap between HOMO and LUMO (spin up / spin down): 0.251 / 0.056 Ha
Max |F|: 4.0 eV Å⁻¹
Charge: +1
<S²>: 0.76
Highest occupied orbital energy (spin up / spin down): -11.1 / -11.1 eV

Atomic partial charges in e from the Löwdin method, atoms 1 to 6:
1. C -0.06
2. C -0.50
3. C -0.35
4. F 0.12
5. F 0.10
6. F 0.16



No. 2
ORCA calculation (ωB97M-V with the def2-TZVPD basis set) on one molecule with the formula C23H38O.

XYZ file:
```
62
Properties=species:S:1:pos:R:3:forces:R:3
C -0.30352 1.40450 -3.67304 -0.339 -0.154 -0.116
C -1.07965 1.52883 -2.38413 0.487 0.243 -0.263
O -2.15832 1.01641 -2.22094 -0.191 -0.102 0.080
C -0.37885 2.33599 -1.31455 -0.495 -0.174 0.436
C -1.05873 2.21950 0.05285 0.227 0.056 -0.144
C -0.30870 3.00446 1.08202 -0.118 -0.042 -0.126
C 0.40458 2.52623 2.09504 0.173 0.085 0.071
C 1.11562 3.44727 3.04431 -0.072 0.005 -0.123
C 0.56604 1.06353 2.40717 -0.110 -0.027 0.065
C -0.43562 0.57487 3.47192 0.061 -0.102 -0.160
C -1.84340 0.67780 2.97621 0.109 0.027 0.155
C -2.65932 -0.29853 2.59459 -0.132 -0.045 0.137
C -4.03690 0.02537 2.08819 0.157 0.077 -0.020
C -2.33170 -1.76545 2.64505 0.028 -0.032 -0.073
C -2.46056 -2.46683 1.28050 0.173 -0.027 0.169
C -1.53573 -1.88135 0.25915 -0.210 -0.039 0.047
C -0.33714 -2.33090 -0.09698 0.066 0.030 -0.211
C 0.33104 -3.53931 0.49101 -0.195 0.083 0.054
C 0.44144 -1.63474 -1.18205 0.055 0.069 0.300
C 1.86930 -1.24444 -0.76065 -0.149 -0.071 -0.218
C 2.51505 -0.36870 -1.79236 0.068 -0.017 0.142
C 3.04307 -0.76079 -2.94650 0.117 0.112 -0.145
C 3.10226 -2.18680 -3.40656 -0.053 0.076 0.171
C 3.62849 0.22414 -3.91666 -0.097 -0.001 0.159
H -0.93414 0.98551 -4.45265 -0.031 -0.013 -0.033
H 0.08016 2.37270 -3.98418 0.096 0.110 -0.019
H 0.54513 0.74118 -3.50851 0.137 -0.039 0.045
H -0.36491 3.38043 -1.63961 0.114 0.027 -0.083
H 0.65965 2.00520 -1.24770 0.077 0.042 -0.081
H -2.07842 2.60334 -0.03008 -0.033 -0.115 0.014
H -1.12886 1.17005 0.33248 -0.101 -0.027 -0.011
H -0.35444 4.07879 0.94290 0.051 0.180 0.090
H 0.89971 4.48908 2.82143 -0.001 0.091 0.021
H 0.81460 3.24269 4.07097 0.027 0.020 0.144
H 2.19356 3.29492 2.98068 0.094 -0.003 0.059
H 0.42891 0.45765 1.51169 0.045 -0.074 -0.012
H 1.57917 0.89398 2.78229 0.049 -0.022 -0.073
H -0.33070 1.18923 4.37026 0.039 -0.055 0.059
H -0.18064 -0.45042 3.74019 0.010 0.033 0.077
H -2.19935 1.69798 2.90165 -0.170 0.101 -0.047
H -4.07232 -0.06548 1.00281 -0.108 -0.045 -0.134
H -4.31562 1.04370 2.34708 -0.045 0.069 -0.007
H -4.77321 -0.65804 2.50855 -0.126 -0.058 0.004
H -3.02261 -2.24974 3.34356 0.023 0.000 0.053
H -1.31917 -1.92263 3.01469 -0.006 -0.049 0.049
H -2.25757 -3.52955 1.42597 -0.096 0.004 -0.024
H -3.48688 -2.37199 0.92201 -0.038 -0.086 -0.002
H -1.91605 -0.99384 -0.23036 0.042 0.180 -0.168
H -0.38051 -4.19591 0.98294 0.002 -0.088 0.068
H 0.84071 -4.10446 -0.28797 0.091 -0.091 -0.037
H 1.07433 -3.23762 1.22951 0.125 -0.054 0.036
H -0.09958 -0.73877 -1.48845 -0.038 -0.010 -0.060
H 0.50474 -2.29352 -2.05307 0.015 0.016 -0.095
H 2.46198 -2.14766 -0.60454 0.023 -0.015 0.107
H 1.82557 -0.70573 0.18729 0.040 -0.069 0.066
H 2.51974 0.68963 -1.56107 0.044 0.166 -0.076
H 2.33457 -2.36878 -4.15958 -0.029 -0.065 -0.094
H 4.06849 -2.39309 -3.86465 0.063 -0.070 -0.047
H 2.94825 -2.88313 -2.58799 -0.033 -0.143 0.041
H 3.51105 1.24634 -3.56520 -0.004 0.097 -0.003
H 4.69115 0.02753 -4.05805 0.093 -0.002 -0.076
H 3.14474 0.12941 -4.88890 -0.002 0.028 -0.138
```
Positions in Å, forces in eV/Å.

Output
SMILES: CC(=O)CC/C=C(/C)CC/C=C(/C)CC/C=C(\C)CCC=C(C)C
Gap between HOMO and LUMO: 0.344 Ha
Max |F|: 0.7 eV Å⁻¹
Charge: 0
Highest occupied orbital energy: -8.6 eV

Atomic partial charges in e from the Löwdin method, atoms 1 to 6:
1. C -0.01
2. C -0.47
3. O 0.08
4. C -0.12
5. C -0.18
6. C -0.08